Arrangement w

C5H4S | wB97M-V/def2-TZVPD

Calculated values
LUMO	-0.503	eV
2S+1	1
structure (SMILES)	C1#S2=C1[C@H]1C[C@H]12
HOMO-LUMO gap	0.283	hartree
highest occupied orbital energy	-8.21	eV

Last columns: bonded neighbours and bond lengths (Å).
Geometry (Å):
1 C -1.603 -0.407 -1.577  S2 1.769, C3 1.434
2 S 0.092 -0.130 -1.998  C1 1.769, C3 2.209, C6 1.822
3 C -1.367 0.430 -0.437  C1 1.434, S2 2.209, C4 1.485
4 C -0.332 0.650 0.606  C3 1.485, C5 1.549, C6 1.556, H7 1.078
5 C 0.348 -0.730 0.784  C4 1.549, C6 1.535, H8 1.049, H9 1.002
6 C 0.806 0.194 -0.353  S2 1.822, C4 1.556, C5 1.535, H10 1.115
7 H -0.495 1.501 1.247  C4 1.078
8 H 0.970 -0.751 1.629  C5 1.049
9 H -0.209 -1.470 0.404  C5 1.002
10 H 1.791 0.713 -0.306  C6 1.115

Arrangement x

C5H4S | wB97M-V/def2-TZVPD

Calculated values
LUMO	-1.470	eV
2S+1	1
structure (SMILES)	C#C/C=C\C=S
HOMO-LUMO gap	0.257	hartree
highest occupied orbital energy	-8.46	eV

Last columns: bonded neighbours and bond lengths (Å).
Geometry (Å):
1 C -0.659 2.307 0.631  C2 1.213, H7 1.124
2 C -0.359 1.422 -0.143  C1 1.213, C3 1.411
3 C -0.056 0.340 -0.996  C2 1.411, C4 1.422, H8 1.079
4 C 0.415 -0.944 -0.606  C3 1.422, C5 1.393, H9 1.068
5 C 0.380 -1.610 0.616  C4 1.393, S6 1.664, H10 1.110
6 S -0.100 -1.017 2.096  C5 1.664
7 H -1.034 3.185 1.225  C1 1.124
8 H -0.141 0.533 -2.055  C3 1.079
9 H 0.831 -1.550 -1.382  C4 1.068
10 H 0.724 -2.666 0.615  C5 1.110

Quick look at relative energies in kcal/mol: arrangement w 69.6; arrangement x 0.0.

Arrangement w

C7H10N | wB97M-V/def2-TZVPD

Calculated values
net charge	+1
LUMO	-3.941	eV
2S+1	1
structure (SMILES)	C[N@H+]1[C@@H]2C=C[C@@H]3C[C@]321
HOMO-LUMO gap	0.349	hartree
highest occupied orbital energy	-13.43	eV

Last columns: bonded neighbours and bond lengths (Å).
Geometry (Å):
1 C -2.054 -0.208 0.031  N2 1.435, H9 1.071, H10 1.124, H11 1.063
2 N -0.642 -0.409 0.189  C1 1.435, C3 1.501, C8 1.500, H12 0.994
3 C 0.206 -0.971 -0.914  N2 1.501, C4 1.444, C8 1.630, H13 1.103
4 C 1.416 -1.497 -0.325  C3 1.444, C5 1.326, H14 1.102
5 C 2.110 -0.593 0.352  C4 1.326, C6 1.512, H15 1.113
6 C 1.559 0.772 0.007  C5 1.512, C7 1.480, C8 1.556, H16 1.109
7 C 0.565 1.839 0.266  C6 1.480, C8 1.545, H17 1.063, H18 1.060
8 C 0.127 0.623 -0.582  N2 1.500, C3 1.630, C6 1.556, C7 1.545
9 H -2.512 -1.119 0.358  C1 1.071
10 H -2.422 0.597 0.724  C1 1.124
11 H -2.170 -0.146 -1.024  C1 1.063
12 H -0.275 -0.588 1.095  N2 0.994
13 H -0.292 -1.303 -1.840  C3 1.103
14 H 1.475 -2.593 -0.219  C4 1.102
15 H 3.111 -0.441 0.814  C5 1.113
16 H 2.299 1.388 -0.544  C6 1.109
17 H -0.095 1.815 1.098  C7 1.063
18 H 0.658 2.729 -0.301  C7 1.060

Arrangement x

C7H10N | wB97M-V/def2-TZVPD

Calculated values
net charge	+1
LUMO (alpha / beta)	-5.843 / -5.582	eV
2S+1	1
HOMO-LUMO gap (alpha / beta)	0.249 / 0.303	hartree
highest occupied orbital energy (alpha / beta)	-12.61 / -13.84	eV

Last columns: bonded neighbours and bond lengths (Å).
Geometry (Å):
1 C 0.092 -1.204 -1.068  C2 1.399, C5 1.410, H9 1.163
2 C 0.658 -0.571 -2.179  C1 1.399, C4 1.529
3 C -0.615 2.250 -0.462  N8 1.297, H10 1.105, H11 1.116
4 C 0.122 0.859 -2.267  C2 1.529, N8 1.497, H12 1.024, H13 1.114
5 C -0.269 -0.124 -0.237  C1 1.410, N8 1.323
6 C 0.607 -1.656 1.993  C7 1.498, H14 1.032, H15 1.134, H16 0.988
7 C -0.265 -0.453 1.800  C6 1.498, H17 1.070, H18 1.099
8 N -0.317 1.048 -0.848  C3 1.297, C4 1.497, C5 1.323
9 H 0.129 -2.331 -0.785  C1 1.163
10 H -0.649 2.505 0.613  C3 1.105
11 H -0.758 3.132 -1.131  C3 1.116
12 H 0.887 1.504 -2.485  C4 1.024
13 H -0.684 0.971 -3.027  C4 1.114
14 H 0.151 -2.327 2.630  C6 1.032
15 H 1.604 -1.232 2.332  C6 1.134
16 H 0.581 -2.142 1.133  C6 0.988
17 H 0.065 0.432 2.304  C7 1.070
18 H -1.337 -0.662 1.683  C7 1.099

Quick look at relative energies in kcal/mol: arrangement w 0.0; arrangement x 32.5.

Arrangement w

C7H10N | wB97M-V/def2-TZVPD

Calculated values
net charge	+1
LUMO	-5.682	eV
2S+1	1
structure (SMILES)	C=C1[N+](=C)C12CCC2
HOMO-LUMO gap	0.341	hartree
highest occupied orbital energy	-14.96	eV

Last columns: bonded neighbours and bond lengths (Å).
Geometry (Å):
1 C 2.254 1.585 -0.054  C2 1.285, H9 1.066, H10 1.065
2 C 1.342 0.679 -0.045  C1 1.285, N3 1.356, C5 1.487
3 N 1.305 -0.672 -0.163  C2 1.356, C4 1.305, C5 1.424
4 C 1.825 -1.803 0.226  N3 1.305, H11 1.058, H12 1.074
5 C 0.036 -0.032 -0.064  C2 1.487, N3 1.424, C6 1.539, C8 1.607
6 C -1.098 0.103 -1.095  C5 1.539, C7 1.589, H13 1.128, H14 1.089
7 C -2.044 0.527 0.109  C6 1.589, C8 1.526, H15 1.052, H16 1.185
8 C -1.104 -0.217 1.053  C5 1.607, C7 1.526, H17 1.096, H18 1.070
9 H 3.242 1.214 -0.205  C1 1.066
10 H 2.006 2.618 0.021  C1 1.065
11 H 1.170 -2.628 0.330  C4 1.058
12 H 2.835 -1.760 0.590  C4 1.074
13 H -1.387 -0.861 -1.606  C6 1.128
14 H -0.971 0.853 -1.875  C6 1.089
15 H -1.901 1.567 0.046  C7 1.052
16 H -3.180 0.205 0.013  C7 1.185
17 H -0.947 0.360 1.972  C8 1.096
18 H -1.163 -1.263 1.273  C8 1.070

Arrangement x

C7H10N | wB97M-V/def2-TZVPD

Calculated values
net charge	+1
LUMO	-4.777	eV
2S+1	1
structure (SMILES)	C#C/C=C\[C@@H](C)[NH+]=C
HOMO-LUMO gap	0.329	hartree
highest occupied orbital energy	-13.73	eV

Last columns: bonded neighbours and bond lengths (Å).
Geometry (Å):
1 C -2.036 1.638 -1.229  C2 1.203, H9 1.037
2 C -1.746 0.867 -0.353  C1 1.203, C3 1.443
3 C -1.719 -0.095 0.723  C2 1.443, C4 1.343, H10 1.094
4 C -0.685 -0.831 1.162  C3 1.343, C5 1.450, H11 1.118
5 C 0.633 -0.693 0.573  C4 1.450, C6 1.534, N7 1.403, H12 1.094
6 C 0.786 -1.607 -0.650  C5 1.534, H13 1.049, H14 1.112, H15 1.088
7 N 0.801 0.619 0.105  C5 1.403, C8 1.266, H16 1.095
8 C 1.790 1.406 0.032  N7 1.266, H17 1.074, H18 1.040
9 H -2.430 2.030 -2.104  C1 1.037
10 H -2.611 -0.093 1.358  C3 1.094
11 H -0.846 -1.468 2.067  C4 1.118
12 H 1.472 -0.923 1.236  C5 1.094
13 H 0.792 -2.646 -0.499  C6 1.049
14 H 1.667 -1.214 -1.205  C6 1.112
15 H -0.110 -1.475 -1.252  C6 1.088
16 H -0.196 0.837 -0.292  N7 1.095
17 H 2.632 1.280 0.686  C8 1.074
18 H 1.804 2.370 -0.357  C8 1.040

Quick look at relative energies in kcal/mol: arrangement w 8.5; arrangement x 0.0.

Arrangement w

C8H9NO3 | wB97M-V/def2-TZVPD

Calculated values
LUMO	-0.754	eV
2S+1	1
structure (SMILES)	Cc1ncc(CO)c(C=O)c1O
HOMO-LUMO gap	0.317	hartree
highest occupied orbital energy	-9.37	eV

Last columns: bonded neighbours and bond lengths (Å).
Geometry (Å):
1 C -2.487 2.558 0.988  C2 1.539, H13 1.221, H14 1.145, H15 1.146
2 C -1.320 1.633 0.598  C1 1.539, N3 1.452, C11 1.449
3 N -0.349 2.279 -0.267  C2 1.452, C4 1.543
4 C 0.542 1.295 -1.055  N3 1.543, C5 1.272, H16 1.032
5 C 0.805 0.065 -0.861  C4 1.272, C6 1.523, C8 1.410
6 C 2.265 -0.308 -1.084  C5 1.523, O7 1.635, H17 1.065, H18 1.234
7 O 2.649 -1.772 -1.702  C6 1.635, H19 0.923
8 C -0.030 -0.489 0.131  C5 1.410, C9 1.596, C11 1.423
9 C 0.216 -1.913 0.808  C8 1.596, O10 1.137, H20 1.293
10 O 0.936 -2.649 0.324  C9 1.137
11 C -1.186 0.190 0.607  C2 1.449, C8 1.423, O12 1.445
12 O -2.150 -0.660 1.268  C11 1.445, H21 1.052
13 H -3.574 2.122 0.640  C1 1.221
14 H -2.486 2.877 2.087  C1 1.145
15 H -2.019 3.406 0.375  C1 1.146
16 H 1.228 1.968 -1.429  C4 1.032
17 H 2.847 -0.275 -0.193  C6 1.065
18 H 2.658 0.485 -1.944  C6 1.234
19 H 2.460 -2.363 -1.019  O7 0.923
20 H -0.202 -1.880 2.030  C9 1.293
21 H -2.782 0.167 1.419  O12 1.052

Arrangement x

C8H9NO3 | wB97M-V/def2-TZVPD

Calculated values
LUMO	-0.471	eV
2S+1	1
structure (SMILES)	COc1ccccc1C(=O)NO
HOMO-LUMO gap	0.313	hartree
highest occupied orbital energy	-8.99	eV

Last columns: bonded neighbours and bond lengths (Å).
Geometry (Å):
1 C -1.271 -0.792 -2.464  O2 1.641, H13 1.060, H14 1.103, H15 1.084
2 O -1.456 0.535 -1.517  C1 1.641, C3 1.452
3 C -1.097 0.063 -0.192  O2 1.452, C4 1.254, C8 1.368
4 C -2.053 -0.356 0.503  C3 1.254, C5 1.427, H16 1.234
5 C -1.807 -1.191 1.634  C4 1.427, C6 1.429, H17 0.945
6 C -0.514 -1.441 2.189  C5 1.429, C7 1.447, H18 1.073
7 C 0.544 -1.167 1.241  C6 1.447, C8 1.506, H19 1.108
8 C 0.201 -0.159 0.176  C3 1.368, C7 1.506, C9 1.575
9 C 1.419 0.462 -0.606  C8 1.575, O10 1.363, N11 1.631
10 O 1.257 0.780 -1.922  C9 1.363
11 N 2.610 0.821 0.449  C9 1.631, O12 1.630, H20 1.016
12 O 1.757 2.019 1.152  N11 1.630, H21 1.100
13 H -0.307 -1.228 -2.529  C1 1.060
14 H -2.202 -1.327 -2.211  C1 1.103
15 H -1.581 -0.550 -3.474  C1 1.084
16 H -3.086 -0.010 -0.076  C4 1.234
17 H -2.615 -1.587 1.921  C5 0.945
18 H -0.380 -1.775 3.200  C6 1.073
19 H 1.544 -1.503 1.582  C7 1.108
20 H 3.188 1.153 -0.316  N11 1.016
21 H 2.167 1.895 2.165  O12 1.100

Quick look at relative energies in kcal/mol: arrangement w 0.0; arrangement x 61.9.

Arrangement w

C7H15N2 | wB97M-V/def2-TZVPD

Calculated values
net charge	+1
LUMO	-3.507	eV
2S+1	1
structure (SMILES)	C=C(C)C(C)(C)/[NH+]=C\N
HOMO-LUMO gap	0.365	hartree
highest occupied orbital energy	-13.45	eV

Last columns: bonded neighbours and bond lengths (Å).
Geometry (Å):
1 C 0.696 -1.606 -1.275  C2 1.312, H10 1.087, H11 1.109
2 C 1.033 -0.686 -0.404  C1 1.312, C3 1.527, C4 1.582
3 C 2.419 -0.464 0.198  C2 1.527, H12 1.142, H13 1.193, H14 1.016
4 C -0.071 0.022 0.481  C2 1.582, C5 1.454, C6 1.516, N7 1.544
5 C -0.035 -0.243 1.910  C4 1.454, H15 1.014, H16 1.182, H17 1.074
6 C -0.032 1.513 0.209  C4 1.516, H18 1.121, H19 1.096, H20 1.115
7 N -1.484 -0.480 0.113  C4 1.544, C8 1.329, H21 0.993
8 C -2.336 -0.101 -0.833  N7 1.329, N9 1.331, H22 1.036
9 N -2.247 0.750 -1.852  C8 1.331, H23 1.006, H24 0.997
10 H 1.398 -1.890 -2.056  C1 1.087
11 H -0.367 -1.654 -1.588  C1 1.109
12 H 2.462 -0.037 1.257  C3 1.142
13 H 3.004 0.364 -0.430  C3 1.193
14 H 3.001 -1.296 0.167  C3 1.016
15 H -0.187 -1.226 2.108  C5 1.014
16 H -0.731 0.389 2.627  C5 1.182
17 H 0.977 -0.154 2.259  C5 1.074
18 H -0.955 2.051 0.549  C6 1.121
19 H 0.304 1.735 -0.811  C6 1.096
20 H 0.794 1.888 0.857  C6 1.115
21 H -1.899 -1.206 0.648  N7 0.993
22 H -3.052 -0.756 -1.194  C8 1.036
23 H -1.594 1.495 -2.030  N9 1.006
24 H -2.961 0.700 -2.546  N9 0.997

Arrangement x

C7H15N2 | wB97M-V/def2-TZVPD

Calculated values
net charge	+1
LUMO	-3.023	eV
2S+1	1
HOMO-LUMO gap	0.332	hartree
highest occupied orbital energy	-12.06	eV

Last columns: bonded neighbours and bond lengths (Å).
Geometry (Å):
1 C 1.064 -1.621 0.096  C2 1.438, N8 1.192
2 C -0.302 -2.013 0.312  C1 1.438, C3 1.534, H10 1.028, H11 1.157
3 C -1.092 -0.859 0.942  C2 1.534, N9 1.465, H12 1.098, H13 1.155
4 C 0.487 0.406 -0.416  C5 1.527, C6 1.479, N9 1.582
5 C 1.242 1.152 0.682  C4 1.527, H14 1.118, H15 1.097, H16 1.121
6 C 0.722 0.783 -1.827  C4 1.479, H17 1.089, H18 1.117, H19 1.026
7 C -1.779 1.441 0.180  N9 1.444, H20 1.075, H21 1.103, H22 1.116
8 N 2.159 -2.048 0.298  C1 1.192, H23 1.029
9 N -1.041 0.221 -0.047  C3 1.465, C4 1.582, C7 1.444, H24 1.108
10 H -0.883 -2.219 -0.511  C2 1.028
11 H -0.460 -2.926 1.005  C2 1.157
12 H -2.091 -1.081 1.340  C3 1.098
13 H -0.366 -0.637 1.812  C3 1.155
14 H 1.141 2.266 0.650  C5 1.118
15 H 2.299 0.864 0.630  C5 1.097
16 H 0.914 0.766 1.682  C5 1.121
17 H -0.144 0.483 -2.414  C6 1.089
18 H 1.601 0.222 -2.228  C6 1.117
19 H 0.940 1.773 -1.982  C6 1.026
20 H -2.814 1.209 0.001  C7 1.075
21 H -1.545 1.707 1.225  C7 1.103
22 H -1.691 2.297 -0.531  C7 1.116
23 H 3.109 -1.812 -0.019  N8 1.029
24 H -1.471 -0.372 -0.879  N9 1.108

Quick look at relative energies in kcal/mol: arrangement w 0.0; arrangement x 40.6.

Arrangement w

C3H4S2 | wB97M-V/def2-TZVPD

Calculated values
LUMO (alpha / beta)	-0.363 / -0.391	eV
2S+1	1
HOMO-LUMO gap (alpha / beta)	0.270 / 0.260	hartree
highest occupied orbital energy (alpha / beta)	-7.72 / -7.46	eV

Last columns: bonded neighbours and bond lengths (Å).
Geometry (Å):
1 C 0.784 0.069 -2.057  S4 1.548, H6 1.112
2 C 0.238 0.664 0.854  C3 1.479, S5 1.579
3 C -0.970 -0.127 1.179  C2 1.479, H7 1.118, H8 1.104, H9 1.105
4 S 0.202 -0.533 -3.359  C1 1.548
5 S 1.689 0.938 1.412  C2 1.579
6 H 1.794 0.144 -1.599  C1 1.112
7 H -0.691 -1.134 0.782  C3 1.118
8 H -1.800 0.232 0.546  C3 1.104
9 H -1.247 -0.255 2.241  C3 1.105

Arrangement x

C3H4S2 | wB97M-V/def2-TZVPD

Calculated values
LUMO	-0.364	eV
2S+1	1
structure (SMILES)	CSC=C=S
HOMO-LUMO gap	0.276	hartree
highest occupied orbital energy	-7.87	eV

Last columns: bonded neighbours and bond lengths (Å).
Geometry (Å):
1 C -0.491 1.273 -0.135  S2 1.774, H6 1.102, H7 1.101, H8 1.158
2 S -1.099 -0.177 -0.957  C1 1.774, C3 1.740
3 C -0.049 -1.433 -0.367  S2 1.740, C4 1.317, H9 1.052
4 C 1.077 -1.178 0.268  C3 1.317, S5 1.567
5 S 2.367 -0.824 1.084  C4 1.567
6 H 0.398 1.785 -0.539  C1 1.102
7 H -0.291 1.025 0.919  C1 1.101
8 H -1.466 1.897 -0.175  C1 1.158
9 H -0.446 -2.369 -0.099  C3 1.052

Arrangement y

C3H4S2 | wB97M-V/def2-TZVPD

Calculated values
LUMO	-0.313	eV
2S+1	1
structure (SMILES)	C=CSC=S
HOMO-LUMO gap	0.311	hartree
highest occupied orbital energy	-8.78	eV

Last columns: bonded neighbours and bond lengths (Å).
Geometry (Å):
1 C 1.173 0.346 1.449  C2 1.294, H6 1.083, H7 1.091
2 C 0.622 0.358 0.278  C1 1.294, S3 1.779, H8 1.024
3 S -1.145 0.254 0.106  C2 1.779, C4 1.721
4 C -1.315 -0.647 -1.351  S3 1.721, S5 1.642, H9 1.113
5 S -2.834 -1.052 -1.823  C4 1.642
6 H 2.230 0.560 1.544  C1 1.083
7 H 0.547 0.428 2.339  C1 1.091
8 H 1.148 0.625 -0.559  C2 1.024
9 H -0.426 -0.872 -1.982  C4 1.113

Arrangement z

C3H4S2 | wB97M-V/def2-TZVPD

Calculated values
LUMO	-0.643	eV
2S+1	1
structure (SMILES)	C=C=S.C=S
HOMO-LUMO gap	0.292	hartree
highest occupied orbital energy	-8.59	eV

Last columns: bonded neighbours and bond lengths (Å).
Geometry (Å):
1 C -1.636 -0.195 1.472  C2 1.323, H4 1.062, H5 1.088
2 C -0.964 0.879 1.090  C1 1.323, S3 1.555
3 S -0.088 2.140 0.843  C2 1.555
4 H -1.657 -1.097 0.913  C1 1.062
5 H -2.291 -0.065 2.330  C1 1.088
6 C 1.709 -0.388 -1.646  S7 1.612, H8 1.139, H9 1.112
7 S 0.246 -1.062 -1.577  C6 1.612
8 H 1.999 0.630 -2.065  C6 1.139
9 H 2.683 -0.843 -1.360  C6 1.112

Quick look at relative energies in kcal/mol: arrangement w 73.7; arrangement x 5.3; arrangement y 0.0; arrangement z 27.1.